ORCA calculation (wB97M-V/def2-TZVPD) on a cluster of 12 separate species, H24O12 in total.

Each line ends with the natural charge from an NBO analysis.
Positions of all 36 atoms, in Å:
O  19.361  -2.624  -2.513  -0.936
H  18.448  -2.487  -2.764  0.468
H  19.599  -3.458  -2.919  0.468
O  12.839  -3.545  3.296  -0.941
H  12.561  -3.228  2.436  0.473
H  13.676  -3.108  3.453  0.468
O  16.814  -7.257  3.881  -0.949
H  17.433  -7.060  4.585  0.472
H  16.840  -8.210  3.798  0.477
O  19.719  -3.666  3.745  -0.942
H  19.034  -4.335  3.758  0.466
H  20.209  -3.841  2.941  0.476
O  13.368  -1.769  -2.552  -0.936
H  13.894  -2.552  -2.714  0.470
H  13.533  -1.208  -3.309  0.466
O  16.980  1.187  1.032  -0.939
H  16.510  1.746  1.650  0.463
H  16.980  0.322  1.442  0.476
O  16.534  -1.753  3.273  -0.951
H  17.308  -1.991  3.784  0.482
H  15.955  -1.321  3.902  0.469
O  18.865  -9.198  -0.912  -0.938
H  18.419  -9.283  -0.069  0.472
H  18.976  -10.098  -1.217  0.466
O  13.243  -8.057  2.340  -0.954
H  13.834  -7.595  2.933  0.476
H  12.375  -7.707  2.544  0.477
O  16.259  -10.633  1.860  -0.951
H  15.477  -10.113  2.044  0.478
H  16.042  -11.119  1.064  0.473
O  12.824  -6.108  -1.324  -0.945
H  12.880  -7.046  -1.142  0.467
H  13.385  -5.701  -0.663  0.477
O  16.084  -5.045  0.421  -0.946
H  16.513  -4.247  0.730  0.473
H  16.438  -5.739  0.977  0.473

Its charge is 0. Its HOMO energy is -0.4097 Ha. The value obtained for the energy is -917.2306 hartree. The structure (SMILES) is O.O.O.O.O.O.O.O.O.O.O.O.

---

ORCA calculation (wB97M-V/def2-TZVPD) on a cluster of 12 separate species, H24O12 in total.

Each line ends with the natural charge from an NBO analysis.
Positions of all 36 atoms, in Å:
O  2.415  1.628  1.571  -0.962
H  1.772  2.324  1.409  0.461
H  2.392  1.108  0.757  0.497
O  0.258  0.394  -0.069  -0.995
H  -0.323  0.389  0.705  0.492
H  0.504  -0.536  -0.178  0.488
O  -1.505  1.473  -2.233  -0.976
H  -1.694  1.875  -1.372  0.491
H  -0.706  0.958  -2.073  0.478
O  -1.588  2.990  0.364  -0.953
H  -0.762  3.460  0.510  0.465
H  -1.426  2.081  0.657  0.491
O  1.318  -2.352  -0.125  -0.992
H  1.000  -2.865  0.626  0.496
H  2.094  -1.859  0.191  0.519
O  0.258  -2.321  -2.679  -0.996
H  0.718  -2.486  -1.830  0.508
H  0.473  -3.069  -3.244  0.485
O  3.392  -0.515  -0.460  -0.975
H  3.163  -0.071  -1.286  0.498
H  4.351  -0.464  -0.400  0.490
O  -2.488  0.256  1.059  -1.002
H  -2.456  -0.381  0.319  0.506
H  -3.400  0.245  1.361  0.485
O  0.942  0.262  -3.715  -0.972
H  0.529  -0.494  -3.267  0.488
H  0.340  0.480  -4.433  0.474
O  -0.158  1.303  3.219  -0.967
H  0.721  1.685  3.327  0.493
H  -0.762  1.878  3.699  0.480
O  -2.103  -1.532  -1.049  -0.980
H  -1.497  -2.214  -1.367  0.495
H  -1.895  -0.752  -1.588  0.493
O  -1.509  -1.233  3.684  -0.961
H  -1.342  -1.153  4.627  0.459
H  -1.026  -0.492  3.285  0.494

Its charge is 0. Its HOMO energy is -0.3885 Ha. The value obtained for the energy is -917.3011 hartree. The structure (SMILES) is O.O.O.O.O.O.O.O.O.O.O.O.

---

ORCA calculation (wB97M-V/def2-TZVPD) on a cluster of 12 separate species, H24O12 in total in a non-equilibrium geometry.

Each line ends with the natural charge from an NBO analysis.
Positions of all 36 atoms, in Å:
H  -0.779  0.342  -1.548  0.488
H  -0.768  -0.736  -0.477  0.473
H  1.480  -3.784  -0.332  0.492
H  2.050  -2.422  -0.695  0.457
H  1.947  -1.273  -1.953  0.453
H  1.953  -1.588  -3.439  0.474
H  -3.167  -2.617  2.152  0.465
H  -1.976  -3.146  1.369  0.466
H  -4.754  -2.114  -1.505  0.470
H  -5.932  -2.174  -0.546  0.465
H  4.354  -2.455  1.051  0.474
H  2.843  -2.311  0.984  0.455
H  -1.750  2.461  2.645  0.476
H  -2.463  1.479  1.730  0.469
H  0.484  2.927  -1.561  0.450
H  -0.214  2.174  -0.441  0.460
H  0.452  4.868  0.402  0.475
H  1.341  4.108  -0.570  0.448
H  1.408  0.203  3.271  0.468
H  1.339  1.410  2.349  0.468
H  -2.184  1.545  -0.180  0.471
H  -3.655  1.922  -0.138  0.449
H  4.849  -0.164  -0.601  0.470
H  3.659  0.662  -1.059  0.474
O  -1.348  -0.098  -0.907  -0.951
O  1.271  -2.977  -0.816  -0.949
O  2.336  -0.990  -2.788  -0.927
O  -2.794  -3.430  1.793  -0.931
O  -5.698  -1.926  -1.447  -0.936
O  3.539  -2.830  1.402  -0.930
O  -1.696  2.061  1.770  -0.946
O  -0.358  2.866  -1.096  -0.907
O  1.092  5.001  -0.307  -0.927
O  1.907  0.982  3.000  -0.936
O  -2.793  2.253  -0.414  -0.930
O  4.026  -0.229  -1.098  -0.942

Its charge is 0. Its HOMO energy is -0.3839 Ha. The value obtained for the energy is -917.1848 hartree. The structure (SMILES) is O.O.O.O.O.O.O.O.O.O.O.O.

---

ORCA calculation (wB97M-V/def2-TZVPD) on a cluster of 12 separate species, H24O12 in total in a non-equilibrium geometry.

Each line ends with the natural charge from an NBO analysis.
Positions of all 36 atoms, in Å:
O  0.940  0.385  2.367  -0.957
H  0.934  1.318  2.580  0.490
H  0.852  -0.055  3.212  0.486
O  -0.097  0.092  -0.752  -0.996
H  0.397  0.259  0.052  0.470
H  0.067  -0.830  -0.947  0.500
O  1.694  2.347  0.154  -0.947
H  2.516  1.860  0.103  0.486
H  1.659  2.665  1.056  0.479
O  -2.621  0.261  1.745  -0.946
H  -2.559  1.140  1.373  0.490
H  -1.743  -0.106  1.642  0.452
O  3.456  -0.542  1.888  -0.961
H  2.590  -0.139  1.821  0.478
H  3.363  -1.199  2.577  0.464
O  -1.938  -3.228  -0.053  -0.955
H  -1.568  -3.948  -0.563  0.460
H  -1.181  -2.815  0.363  0.489
O  -2.837  -0.780  -2.173  -0.949
H  -3.134  0.102  -1.952  0.469
H  -2.599  -1.172  -1.333  0.480
O  1.272  2.764  -2.469  -0.958
H  1.406  2.479  -1.565  0.486
H  2.152  2.803  -2.842  0.472
O  0.608  -2.433  -1.139  -0.948
H  0.578  -3.097  -1.829  0.491
H  1.530  -2.394  -0.884  0.485
O  0.218  -2.528  1.778  -0.940
H  0.032  -1.658  2.131  0.467
H  0.276  -3.092  2.549  0.479
O  -0.583  0.983  -3.349  -0.977
H  -0.153  1.748  -2.966  0.478
H  -0.585  0.332  -2.647  0.478
O  -1.844  2.744  0.351  -0.971
H  -1.862  3.557  -0.155  0.485
H  -1.235  2.179  -0.124  0.490

Its charge is 0. Its HOMO energy is -0.3485 Ha. The value obtained for the energy is -917.2501 hartree. The structure (SMILES) is O.O.O.O.O.O.O.O.O.O.O.O.

---

ORCA calculation (wB97M-V/def2-TZVPD) on a cluster of 12 separate species, H24O12 in total in a non-equilibrium geometry.

Each line ends with the natural charge from an NBO analysis.
Positions of all 36 atoms, in Å:
O  -0.493  0.152  1.205  -0.938
H  -0.504  0.695  1.903  0.456
H  -1.228  0.106  0.587  0.474
O  2.154  3.560  1.230  -0.903
H  2.295  4.393  1.311  0.453
H  1.942  3.340  0.383  0.451
O  -0.812  -4.454  0.089  -0.924
H  -1.417  -4.580  0.847  0.469
H  -0.700  -3.575  0.027  0.455
O  0.213  2.016  3.152  -0.922
H  1.096  1.783  3.289  0.473
H  0.221  1.659  2.265  0.433
O  2.211  -1.093  0.199  -0.891
H  2.619  -0.461  -0.586  0.434
H  1.416  -1.349  -0.280  0.480
O  -0.628  -1.959  -3.282  -0.965
H  -1.185  -2.185  -2.557  0.460
H  -1.163  -1.424  -4.001  0.498
O  -0.165  2.201  -0.457  -0.933
H  -0.491  1.611  -1.090  0.470
H  0.414  2.819  -0.920  0.462
O  -3.551  -1.581  1.567  -0.946
H  -3.577  -1.223  0.710  0.470
H  -4.249  -2.146  1.783  0.476
O  -1.742  0.577  -3.697  -0.919
H  -2.250  0.569  -3.005  0.462
H  -2.389  0.870  -4.315  0.461
O  3.850  -2.100  -1.886  -0.911
H  4.207  -2.625  -1.293  0.452
H  3.438  -1.405  -1.262  0.436
O  -3.513  0.783  -1.280  -0.948
H  -3.496  1.363  -0.575  0.485
H  -4.327  0.503  -1.415  0.467
O  2.885  1.756  3.360  -0.901
H  3.293  1.229  2.647  0.478
H  2.751  1.167  3.956  0.447

Its charge is 0. Its HOMO energy is -0.3920 Ha. The value obtained for the energy is -917.0640 hartree. The structure (SMILES) is O.O.O.O.O.O.O.O.O.O.O.O.

---

ORCA calculation (wB97M-V/def2-TZVPD) on a cluster of 12 separate species, H24O12 in total in a non-equilibrium geometry.

Each line ends with the natural charge from an NBO analysis.
Positions of all 36 atoms, in Å:
O  2.588  0.294  -1.617  -1.030
H  2.799  0.263  -0.711  0.486
H  1.762  -0.208  -2.037  0.511
O  1.498  -2.511  0.621  -0.949
H  2.021  -3.164  1.178  0.489
H  2.006  -2.720  -0.197  0.483
O  -2.012  0.227  -2.849  -0.957
H  -2.503  0.022  -2.091  0.502
H  -2.226  -0.453  -3.507  0.463
O  0.277  -1.121  -2.482  -0.958
H  -0.312  -0.556  -2.914  0.500
H  0.246  -1.897  -2.983  0.474
O  -0.173  3.229  -0.532  -0.952
H  -0.610  2.881  0.206  0.479
H  0.018  4.130  -0.444  0.479
O  3.110  -0.262  1.253  -0.981
H  3.886  -0.698  1.658  0.488
H  2.437  -0.928  1.073  0.509
O  -3.452  0.290  -0.456  -0.982
H  -3.108  0.825  0.334  0.501
H  -3.804  -0.516  0.038  0.469
O  -1.416  -2.555  -0.077  -0.988
H  -0.512  -2.287  -0.025  0.495
H  -2.137  -2.221  0.547  0.492
O  -0.040  0.222  0.246  -0.960
H  -0.148  -0.547  -0.402  0.483
H  -0.574  0.805  -0.190  0.473
O  1.933  2.089  1.281  -1.021
H  1.334  2.131  0.462  0.491
H  2.530  1.287  1.225  0.490
O  -2.091  1.853  1.391  -0.956
H  -2.702  2.538  1.367  0.474
H  -1.871  1.816  2.412  0.513
O  0.207  -1.004  2.925  -0.961
H  0.825  -0.526  3.308  0.456
H  0.200  -0.730  1.977  0.496

Its charge is 0. Its HOMO energy is -0.3501 Ha. The value obtained for the energy is -917.2061 hartree. The structure (SMILES) is O.O.O.O.O.O.O.O.O.O.O.O.

---

Table of HOMO-LUMO gap (eV), in record order: 10.972 10.637 9.781 8.696 10.347 9.484